Version w
The following is a DFT calculation (ωB97M-V/def2-TZVPD) of a cluster of 2 separate species, C9H14 in total.

Last column: natural (NBO) charge in e.
Positions of all 23 atoms, in Å:
C (2.96502, 0.86351, -2.37439)  -0.64
C (2.23485, 0.66847, -1.05453)  0.01
C (0.84565, 0.73433, -1.01096)  -0.23
C (0.21791, 0.60149, 0.22993)  -0.19
C (0.91285, 0.35801, 1.39714)  -0.24
C (2.29779, 0.27366, 1.30355)  -0.19
C (2.96484, 0.44049, 0.10022)  -0.23
H (2.30631, 1.31168, -3.13022)  0.21
H (3.19774, -0.11024, -2.82359)  0.22
H (3.79718, 1.54708, -2.21472)  0.22
H (0.22617, 0.65766, -1.89963)  0.21
H (-0.85765, 0.75680, 0.26410)  0.21
H (0.43307, 0.32322, 2.36769)  0.22
H (2.88194, -0.01742, 2.17660)  0.21
H (4.05038, 0.46968, 0.10095)  0.21
C (-3.98185, -0.82534, 0.25238)  -0.61
C (-3.18163, -1.38327, 1.42831)  -0.61
H (-3.30186, -0.24975, -0.37256)  0.20
H (-4.18519, -1.63667, -0.45702)  0.20
H (-4.88532, -0.27364, 0.49994)  0.21
H (-2.84864, -0.55549, 2.05090)  0.20
H (-2.34668, -1.95693, 1.03653)  0.21
H (-3.74287, -1.99734, 2.12938)  0.20

- Kohn-Sham gap (eV) = 10.12
- 2S+1 = 1
- molecular weight (g mol⁻¹) = 122.211
- SMILES = Cc1ccccc1.CC

Version x
The following is a DFT calculation (ωB97M-V/def2-TZVPD) of a cluster of 2 separate species, C9H14 in total.

Last column: natural (NBO) charge in e.
Positions of all 23 atoms, in Å:
C (-1.40099, -2.16406, -0.57720)  -0.63
C (-0.46524, -1.54255, 0.29119)  0.00
C (0.48464, -0.62820, -0.20453)  -0.23
C (1.34418, 0.02539, 0.71353)  -0.21
C (1.30182, -0.07952, 2.12322)  -0.23
C (0.09844, -0.70354, 2.64694)  -0.21
C (-0.64469, -1.47774, 1.77254)  -0.22
H (-1.52846, -3.18802, -0.50956)  0.22
H (-1.05464, -1.88508, -1.61600)  0.21
H (-2.36329, -1.70696, -0.35985)  0.23
H (0.49840, -0.60646, -1.31765)  0.21
H (2.06389, 0.68781, 0.19767)  0.21
H (2.11716, 0.47243, 2.62950)  0.23
H (-0.29618, -0.57370, 3.70451)  0.22
H (-1.38620, -2.18403, 2.24811)  0.21
C (0.31220, 2.55437, -1.96032)  -0.62
C (-0.65166, 2.81103, -3.09553)  -0.61
H (1.37358, 2.67156, -2.31646)  0.19
H (0.20373, 3.29178, -1.13839)  0.21
H (0.43431, 1.44625, -1.66852)  0.21
H (-0.01657, 3.65769, -3.72296)  0.20
H (-1.61762, 3.19139, -2.67769)  0.21
H (-0.70032, 1.95424, -3.71175)  0.21

- Kohn-Sham gap (eV) = 9.62
- 2S+1 = 1
- molecular weight (g mol⁻¹) = 122.211
- SMILES = Cc1ccccc1.CC

Version y
The following is a DFT calculation (ωB97M-V/def2-TZVPD) of a cluster of 2 separate species, C9H14 in total.

Last column: natural (NBO) charge in e.
Positions of all 23 atoms, in Å:
C (0.36982, 2.65298, -1.01375)  -0.63
C (1.07834, 1.53687, -0.28438)  0.01
C (2.39706, 1.73946, 0.05823)  -0.23
C (3.25208, 0.75902, 0.60722)  -0.21
C (2.72412, -0.46900, 0.88595)  -0.22
C (1.35700, -0.69821, 0.55008)  -0.20
C (0.53722, 0.26158, 0.04115)  -0.23
H (0.72021, 2.63403, -2.03581)  0.23
H (0.56435, 3.54349, -0.42641)  0.23
H (-0.69834, 2.42388, -1.05331)  0.21
H (2.95387, 2.63391, -0.21842)  0.20
H (4.27209, 0.89694, 0.94941)  0.21
H (3.25821, -1.29368, 1.33530)  0.21
H (1.08742, -1.72550, 0.77807)  0.21
H (-0.50577, 0.04900, -0.15986)  0.21
C (-3.11090, -1.80846, -0.71920)  -0.61
C (-2.69567, -1.88353, 0.71404)  -0.62
H (-3.17288, -0.78290, -1.10593)  0.20
H (-2.41291, -2.30261, -1.39718)  0.21
H (-4.10164, -2.22412, -0.91292)  0.21
H (-2.87094, -2.89330, 1.11745)  0.20
H (-3.36144, -1.34533, 1.39390)  0.21
H (-1.64130, -1.70451, 0.89638)  0.21

- Kohn-Sham gap (eV) = 10.01
- 2S+1 = 1
- molecular weight (g mol⁻¹) = 122.211
- SMILES = Cc1ccccc1.CC

Result of the stability comparison: version w is the most stable of them.

Version w
The following is a DFT calculation (ωB97M-V/def2-TZVPD) of an isolated molecule of C4H9NO.

Last column: natural (NBO) charge in e.
Positions of all 15 atoms, in Å:
C (-0.74967, 1.51561, 0.43406)  -0.61
C (-0.26219, 0.28087, -0.31356)  -0.05
C (1.04575, 0.50060, -1.05749)  -0.61
N (0.04795, -0.73077, 0.70479)  -0.72
C (-0.10134, -2.10224, 0.37919)  0.55
O (-1.20211, -2.51490, 0.13237)  -0.52
H (-0.86323, 2.37266, -0.23339)  0.22
H (-0.02512, 1.77566, 1.21361)  0.21
H (-1.71784, 1.32747, 0.91641)  0.21
H (-1.04453, -0.02892, -1.03205)  0.19
H (1.39226, -0.45715, -1.46722)  0.20
H (1.80318, 0.86014, -0.35222)  0.21
H (0.93923, 1.21546, -1.87574)  0.21
H (-0.60177, -0.66397, 1.48452)  0.38
H (0.74371, -2.75248, 0.68110)  0.13

- Kohn-Sham gap (eV) = 10.39
- 2S+1 = 1
- molecular weight (g mol⁻¹) = 87.122
- SMILES = CC(C)NC=O

Version x
The following is a DFT calculation (ωB97M-V/def2-TZVPD) of an isolated molecule of C4H9NO.

Last column: natural (NBO) charge in e.
Positions of all 15 atoms, in Å:
C (-0.90810, 0.45141, -2.21091)  -0.60
C (-0.51695, -0.47263, -1.06666)  -0.50
C (0.11919, 0.27895, 0.09847)  0.68
O (0.33987, 1.47874, 0.08619)  -0.63
N (0.40634, -0.51892, 1.16769)  -0.62
C (0.98260, -0.01107, 2.39209)  -0.42
H (-0.02450, 0.91117, -2.66279)  0.22
H (-1.44663, -0.10340, -2.98600)  0.21
H (-1.54711, 1.26072, -1.84644)  0.22
H (-1.39541, -1.01001, -0.68199)  0.22
H (0.19159, -1.24107, -1.40740)  0.22
H (0.21352, -1.50563, 1.09371)  0.39
H (1.98565, -0.41830, 2.56462)  0.19
H (1.05514, 1.07357, 2.29487)  0.24
H (0.34664, -0.25014, 3.25200)  0.19

- Kohn-Sham gap (eV) = 10.49
- 2S+1 = 1
- molecular weight (g mol⁻¹) = 87.122
- SMILES = CCC(=O)NC

Result of the stability comparison: version x is the most stable of them.

Version w
The following is a DFT calculation (ωB97M-V/def2-TZVPD) of a cluster of 2 separate species, C4H9NO in total.

Last column: natural (NBO) charge in e.
Positions of all 15 atoms, in Å:
C (1.59638, 1.84349, -0.21153)  -0.72
C (2.36875, 1.00925, 0.71547)  0.29
N (2.91054, 0.30514, 1.44484)  -0.34
H (1.84423, 2.89200, -0.08388)  0.25
H (0.55951, 1.66365, 0.08012)  0.25
H (1.74610, 1.50421, -1.23158)  0.26
C (-1.29980, -0.92814, 0.83334)  -0.64
C (-1.48238, -0.82341, -0.68722)  -0.06
O (-0.35824, -1.26913, -1.40692)  -0.72
H (-2.06640, -0.36541, 1.36260)  0.22
H (-0.29462, -0.58828, 1.08786)  0.22
H (-1.38461, -1.96932, 1.15889)  0.20
H (-1.62656, 0.22712, -0.94984)  0.17
H (-2.39525, -1.34791, -0.99731)  0.16
H (-0.11766, -2.15326, -1.11483)  0.47

- Kohn-Sham gap (eV) = 11.32
- 2S+1 = 1
- molecular weight (g mol⁻¹) = 87.122
- SMILES = CC#N.CCO

Version x
The following is a DFT calculation (ωB97M-V/def2-TZVPD) of a cluster of 2 separate species, C4H9NO in total.

Last column: natural (NBO) charge in e.
Positions of all 15 atoms, in Å:
H (2.26338, 0.82381, 1.84099)  0.35
N (1.67332, 0.49607, 1.08158)  -0.75
C (2.05495, 0.99135, -0.02204)  0.42
O (1.46241, 0.72902, -1.18796)  -0.69
H (2.89207, 1.67980, -0.16978)  0.14
H (0.73766, 0.08983, -1.02434)  0.51
C (-0.43032, -1.65374, -0.25975)  -0.44
C (-1.38976, -0.76711, -0.53324)  -0.18
C (-1.73516, 0.41073, 0.33373)  -0.67
H (-0.23464, -2.49816, -0.91612)  0.20
H (0.19293, -1.54935, 0.62621)  0.22
H (-1.98339, -0.89553, -1.43943)  0.20
H (-1.88132, 1.31558, -0.26743)  0.22
H (-2.67532, 0.22743, 0.86851)  0.22
H (-0.94680, 0.60027, 1.06907)  0.24

- Kohn-Sham gap (eV) = 10.87
- 2S+1 = 1
- molecular weight (g mol⁻¹) = 87.122
- SMILES = [H]/N=C/O.C=CC

Result of the stability comparison: version w is the most stable of them.

Version w
The following is a DFT calculation (ωB97M-V/def2-TZVPD) of a cluster of 2 separate species, C4H9NO in total.

Last column: natural (NBO) charge in e.
Positions of all 15 atoms, in Å:
C (-0.59063, -0.03505, 2.45464)  -0.07
N (-0.27532, -0.10209, 1.22412)  -0.39
C (-0.58658, -1.40465, 0.60319)  -0.46
H (-0.11598, 0.75808, 3.02186)  0.18
H (-0.99732, -0.90544, 2.97803)  0.15
H (-1.31959, -1.27918, -0.19528)  0.20
H (-1.04375, -2.14023, 1.27846)  0.17
H (0.36132, -1.78681, 0.23468)  0.23
C (-0.45524, 1.27462, -1.68212)  -0.73
C (0.84097, 0.71970, -1.13153)  0.46
O (1.35486, -0.29990, -1.50342)  -0.56
H (-0.37024, 1.58243, -2.72640)  0.24
H (-0.94618, 2.02623, -1.06537)  0.23
H (-1.11617, 0.40991, -1.73214)  0.23
H (1.37888, 1.32873, -0.38884)  0.11

- Kohn-Sham gap (eV) = 10.50
- 2S+1 = 1
- molecular weight (g mol⁻¹) = 87.122
- SMILES = C=NC.CC=O

Version x
The following is a DFT calculation (ωB97M-V/def2-TZVPD) of an isolated molecule of C4H9NO.

Last column: natural (NBO) charge in e.
Positions of all 15 atoms, in Å:
C (-0.53384, 1.56289, 1.76937)  -0.60
C (-0.92351, 0.66153, 0.60693)  -0.50
C (0.24520, -0.18364, 0.11376)  0.68
O (1.23907, -0.38921, 0.79404)  -0.63
N (0.07642, -0.71795, -1.13060)  -0.62
C (1.05638, -1.58842, -1.74255)  -0.42
H (0.19430, 2.31744, 1.45517)  0.21
H (-1.41498, 2.07571, 2.16695)  0.21
H (-0.07423, 0.97417, 2.56694)  0.23
H (-1.71827, -0.03081, 0.92002)  0.22
H (-1.33796, 1.25120, -0.22165)  0.21
H (-0.76518, -0.49435, -1.63904)  0.39
H (1.50331, -1.13099, -2.63347)  0.19
H (1.83842, -1.75646, -1.00043)  0.24
H (0.61489, -2.55112, -2.02545)  0.19

- Kohn-Sham gap (eV) = 10.53
- 2S+1 = 1
- molecular weight (g mol⁻¹) = 87.122
- SMILES = CCC(=O)NC

Result of the stability comparison: version x is the most stable of them.